Density functional theory data (ωB97M-V with the def2-TZVPD basis set) for a cluster of 3 separate species, C4H14NO2 in total at a distorted geometry.

```
21
C4H14NO2 | the Open Molecules 2025 dataset | ωB97M-V with the def2-TZVPD basis set
C -0.85561 -1.63052 0.33146
C -1.69662 -0.44485 -0.14238
C -0.94051 0.82059 -0.31847
C -1.44252 2.11622 -0.07144
N 0.32457 -1.98334 -0.55939
H -1.44431 -2.53403 0.39477
H -0.40682 -1.42771 1.30918
H -2.40409 -0.20465 0.67241
H -2.17561 -0.65820 -1.10118
H 0.08709 0.75119 -0.65163
H -0.76857 2.91250 0.20073
H -2.50751 2.17483 0.16770
H 0.87930 -1.19657 -0.97542
H 0.02669 -2.63692 -1.28205
H 1.03835 -2.44240 0.00993
H 2.31519 2.32436 1.78194
H 1.09886 1.51334 1.98730
O 1.54359 2.00957 1.28652
H 2.28244 0.88476 -1.32486
H 2.81507 -0.26475 -0.48018
O 2.23103 -0.08342 -1.23493
```

Summary:
Energy above the lowest of the compared OMol25 structures with the same formula, charge and spin = 4.7 kcal per mole
Total energy = -9940.1901 eV
Largest force on an atom = 0.0366 hartree/bohr
Multiplicity = 2
Charge = +2
⟨S²⟩ = 0.753

And the natural (NBO) charges, in e, turn out to be: -0.2148 -0.5365 0.1443 0.0049 -0.7063 0.2701 0.2392 0.2911 0.3215 0.2334 0.2717 0.2371 0.4727 0.4552 0.4532 0.5097 0.4688 -0.9720 0.5157 0.5035 -0.9624

---

Density functional theory data (ωB97M-V with the def2-TZVPD basis set) for a cluster of 2 separate species, C6H14O in total.

```
21
C6H14O | the Open Molecules 2025 dataset | ωB97M-V with the def2-TZVPD basis set
C 2.71189 -0.40477 0.49358
C 1.35816 0.27224 0.56145
C 0.04301 -0.53551 0.53009
C 0.81101 1.05712 -0.64609
C -0.60670 0.69122 -0.16434
C -1.73052 0.59172 -1.18453
O -2.96569 -1.42285 1.03906
H 2.89406 -1.02114 1.38176
H 3.50738 0.34819 0.44464
H 2.79896 -1.04544 -0.39152
H 1.32188 0.92519 1.44338
H -0.34801 -0.87947 1.49393
H 0.12407 -1.38614 -0.16302
H -2.04220 -1.66836 1.16868
H 1.04090 0.52051 -1.57786
H 1.07203 2.11322 -0.76558
H -0.90016 1.40064 0.61907
H -1.63150 -0.29121 -1.82919
H -1.71398 1.47214 -1.83832
H -2.71218 0.56929 -0.69963
H -3.03241 -1.30660 0.08443
```

Summary:
Energy above the lowest of the compared OMol25 structures with the same formula, charge and spin = 21.7 kcal per mole
Total energy = -8495.9494 eV
Largest force on an atom = 0.0037 hartree/bohr
Multiplicity = 1
Charge = 0
SMILES = C[C@H]1C[C@@H](C)C1.O

And the natural (NBO) charges, in e, turn out to be: -0.6071 -0.2009 -0.4046 -0.3958 -0.2042 -0.6193 -0.9332 0.2101 0.2114 0.2018 0.1942 0.1933 0.1946 0.4682 0.1914 0.2048 0.2005 0.1995 0.2168 0.2117 0.4667

---

Density functional theory data (ωB97M-V with the def2-TZVPD basis set) for a structure of composition C24H28BrInN9O2S3 at a distorted geometry.

```
68
C24H28BrInN9O2S3 | the Open Molecules 2025 dataset | ωB97M-V with the def2-TZVPD basis set
In -1.14513 0.62614 -0.13071
C 2.12212 -2.08320 -1.80097
C 1.37045 -0.99403 -0.99231
N -0.01745 -0.90905 -1.38727
N -0.66266 -2.15355 -1.34042
C -1.96839 -2.23826 -1.54862
N -2.51262 -3.46622 -1.66986
S -2.93132 -0.85110 -1.70153
C 1.90579 0.41530 -1.25486
C 3.18739 0.70231 -1.69588
C 3.54297 2.02219 -1.93997
C 2.61268 3.02419 -1.73289
C 1.36107 2.65845 -1.26730
N 1.02111 1.39669 -1.03639
H 1.59819 -3.37794 -0.27195
H 1.65138 -2.15279 -2.78440
H 3.15660 -1.79067 -1.96740
H -0.09901 -2.99031 -1.45488
H -1.97457 -4.30131 -1.51178
H -3.51242 -3.54342 -1.72030
H 3.92064 -0.07450 -1.85172
H 4.53937 2.25238 -2.29272
H 2.85377 4.05993 -1.92331
H 0.60424 3.40417 -1.06048
N 0.27766 2.52070 3.06608
C -0.50390 3.24642 2.23973
N -0.93006 2.85461 1.06831
C -1.71920 3.81995 0.47049
C -1.91219 4.94320 1.20045
S -1.07325 4.82997 2.70012
C -2.17599 3.57796 -0.89235
C -2.83402 4.44179 -1.69733
S -2.98082 3.79384 -3.29051
C -2.12209 2.37133 -2.77778
N -1.80989 2.38760 -1.50132
N -1.74411 1.41136 -3.63779
H 0.81476 1.77032 2.66130
H 0.68337 2.97570 3.86466
H -2.47479 5.82652 0.94957
H -3.21907 5.42044 -1.46703
H -2.17835 1.37459 -4.54314
H -1.44042 0.53365 -3.22940
C -3.59603 -1.94140 1.68674
C -2.23157 -1.48912 2.20461
C -2.20887 -1.68085 3.72819
C -1.90943 -0.02977 1.89274
H -3.70718 -3.02118 1.80408
H -3.74603 -1.68756 0.64044
H -4.39063 -1.45925 2.26083
H -1.45639 -2.14084 1.78062
H -2.98999 -1.07196 4.18775
H -1.25029 -1.39205 4.16270
H -2.40178 -2.72524 3.98406
H -1.09823 0.31756 2.53165
H -2.77760 0.61450 2.05229
Br 5.81731 -4.47765 0.39494
C 4.17149 -3.55008 0.13503
C 3.39643 -3.94997 -0.87832
N 2.10910 -3.40777 -1.14313
C 1.53821 -1.34779 0.52942
C 2.91695 -1.58635 1.10460
C 3.95698 -2.41984 1.02269
C 2.67963 -0.38961 1.94150
O 3.19752 0.27324 2.77658
O 1.40942 -0.19115 1.41289
H 3.73904 -4.71632 -1.56377
H 0.76814 -2.07088 0.81413
H 4.78193 -2.19404 1.69055
```

Summary:
Energy above the lowest of the compared OMol25 structures with the same formula, charge and spin = 56.7 kcal per mole
Total energy = -150565.0480 eV
Largest force on an atom = 0.0226 hartree/bohr
Multiplicity = 1
Charge = +1

And the natural (NBO) charges, in e, turn out to be: 1.5373 -0.2343 0.0090 -0.6454 -0.4469 0.3199 -0.7833 -0.2521 0.3372 -0.2648 -0.1325 -0.2333 0.0657 -0.5023 0.3686 0.2166 0.2104 0.3982 0.3989 0.4263 0.2282 0.2344 0.2368 0.2089 -0.7846 0.2905 -0.5620 0.0798 -0.4218 0.4219 0.1871 -0.4459 0.4343 0.2985 -0.6356 -0.7775 0.4230 0.4113 0.2543 0.2572 0.4117 0.4390 -0.6185 -0.2234 -0.6011 -0.8488 0.2072 0.2167 0.2079 0.1734 0.2065 0.2031 0.2111 0.2150 0.2189 0.0933 -0.1561 0.0375 -0.6697 0.0441 -0.1689 -0.1452 0.7801 -0.5228 -0.5276 0.2169 0.2108 0.2571

---

Density functional theory data (ωB97M-V with the def2-TZVPD basis set) for a cluster of 7 separate species, C36H66BFN9 in total at a distorted geometry.

```
113
C36H66BFN9 | the Open Molecules 2025 dataset | ωB97M-V with the def2-TZVPD basis set
N -0.60424 -2.21608 3.42027
C -2.05663 -1.97012 3.73755
B -2.84345 -1.03494 2.59824
N -4.22942 -0.74116 3.25396
C -2.12760 0.43344 2.41439
C -2.07083 1.33552 3.74053
C -0.61866 1.29921 4.47287
F -0.79695 0.87377 5.84487
C -3.16936 -1.83683 1.19963
C -1.93952 -1.97218 0.15894
C -1.08892 -3.31775 0.29845
C 0.48782 -3.15508 0.50322
N 1.07721 -1.85985 0.07761
C 1.37497 -0.82362 1.04151
C 1.91101 0.34567 0.17243
C 1.86625 -0.16771 -1.29929
C 1.31408 -1.61620 -1.32070
H -0.38426 -3.15222 3.82347
H 0.01213 -1.56757 3.93644
H -2.66031 -2.93606 3.86274
H -2.07915 -1.42503 4.76316
H -4.52435 -1.63264 3.67880
H -4.88971 -0.43473 2.51976
H -1.03681 0.36276 2.02269
H -2.72420 1.03238 1.62050
H -2.90174 1.14417 4.49433
H -2.19246 2.43552 3.39733
H 0.13412 0.66884 3.88513
H -0.16511 2.36150 4.52071
H -4.00032 -1.24306 0.65174
H -3.51572 -2.90544 1.46894
H -1.34141 -1.00327 0.17161
H -2.43166 -2.01362 -0.89002
H -1.48568 -4.00271 1.14149
H -1.23412 -3.94100 -0.66748
H 0.80901 -3.41858 1.57945
H 0.99619 -3.96716 -0.14906
H 1.23264 -0.80928 2.16288
H 2.23408 1.34944 0.59154
H 2.16341 0.45835 -2.19812
H 1.11134 -2.32425 -2.18029
C -2.52576 -6.80798 -3.97204
C -2.38105 -5.66292 -4.96735
C -1.88184 -4.37217 -4.31649
C -2.85212 -3.91483 -3.26432
N -3.60677 -3.55142 -2.43252
H -3.26605 -6.58236 -3.20356
H -2.85583 -7.71547 -4.48228
H -1.57155 -7.02148 -3.47961
H -3.34795 -5.48559 -5.44938
H -1.68025 -5.96121 -5.75289
H -1.77905 -3.58578 -5.06858
H -0.90301 -4.53058 -3.85552
C -7.47763 -6.91025 -0.17575
C -6.31510 -5.93607 -0.33789
C -6.13890 -5.45271 -1.77915
C -5.86296 -6.62186 -2.67860
N -5.64593 -7.54115 -3.38564
H -7.32198 -7.82399 -0.75557
H -7.58289 -7.20484 0.87137
H -8.41911 -6.45430 -0.49741
H -5.39572 -6.42096 0.00501
H -6.48294 -5.07107 0.30966
H -5.30323 -4.74628 -1.83775
H -7.04056 -4.94029 -2.12626
C -7.36179 0.26036 -2.95668
C -5.90843 0.71221 -3.05373
C -4.96365 -0.13309 -2.19678
C -5.35774 -0.03478 -0.75261
N -5.66580 0.03819 0.38286
H -7.74770 0.36105 -1.93915
H -7.99408 0.87222 -3.60540
H -7.46884 -0.78452 -3.26407
H -5.84276 1.76245 -2.75193
H -5.58786 0.65712 -4.09849
H -3.93543 0.21984 -2.30993
H -4.99759 -1.18149 -2.50604
C 3.80703 1.76285 3.80175
C 5.26036 1.91226 3.36605
C 5.60459 3.33331 2.91335
C 4.75392 3.71747 1.73822
N 4.08564 4.01948 0.81510
H 3.11679 1.96399 2.97857
H 3.61628 0.74247 4.14237
H 3.57142 2.44583 4.62359
H 5.46085 1.20583 2.55398
H 5.91177 1.63655 4.20076
H 6.65720 3.39498 2.62646
H 5.43551 4.04422 3.72648
C 3.81258 7.23050 -0.31817
C 5.26809 7.37419 -0.74925
C 5.62161 8.79557 -1.19428
C 4.77652 9.19009 -2.37116
N 4.11286 9.49877 -3.29567
H 3.12479 7.43927 -1.14194
H 3.61628 6.20947 0.01710
H 3.57897 7.91115 0.50661
H 5.46740 6.67054 -1.56413
H 5.91560 7.09091 0.08598
H 6.67555 8.84919 -1.47927
H 5.45416 9.50562 -0.37998
C 8.78258 5.11806 -1.98621
C 9.70564 4.33833 -1.05546
C 8.99268 3.82774 0.19867
C 8.45114 4.98567 0.98558
N 8.03051 5.91030 1.60462
H 8.39193 6.01847 -1.50493
H 9.32548 5.43735 -2.87912
H 7.93581 4.50275 -2.30454
H 10.54520 4.97988 -0.76918
H 10.12305 3.48650 -1.60005
H 9.68973 3.26576 0.82547
H 8.16813 3.16233 -0.07208
```

Summary:
Total energy = -55202.9961 eV
Largest force on an atom = 0.1242 hartree/bohr
Multiplicity = 1
Charge = -1

Atom charges from the Mulliken analysis, given in e for atoms 1 to 99: -0.3158 -0.8470 1.3869 -1.0464 -0.1180 -0.7284 0.3459 -0.3687 0.4432 0.1711 -0.2560 -0.9093 0.2090 0.0509 -0.3436 -0.6424 -0.2507 0.2402 0.2265 0.2451 0.0367 0.1457 0.2007 -0.1610 0.1535 0.2585 0.3174 -0.3018 0.2492 -1.3442 -0.0937 0.2153 -0.1417 0.2471 0.0849 0.2034 0.3786 0.1005 0.3465 0.2998 0.2649 -0.9961 -0.3959 -0.4474 0.2562 -0.3927 0.0944 0.3399 0.3343 0.2796 0.3059 0.3382 0.2240 -1.2508 -0.4902 0.6646 0.3265 -0.5506 0.3326 0.3596 0.3060 0.2928 0.3687 -0.5621 0.3604 -1.1527 -0.6352 0.0465 0.2552 -0.5810 0.3574 0.3644 0.2558 0.3344 0.3448 0.3518 -0.0061 -1.0060 -0.5958 -0.0514 0.3273 -0.5604 0.1855 0.3691 0.3361 0.2965 0.3538 0.0180 0.3059 -1.1477 0.0333 -0.4825 0.2455 -0.4578 0.3816 0.2081 0.3079 0.2031 0.1279